The following is a quantum chemistry calculation of a 7-piece molecular cluster, C34H40N6O2P overall, from the OMol25 dataset.

Calculated total energy (eV): -58219.390
Strongest force on any atom (eV Å⁻¹): 9.37
Kohn-Sham gap (hartree): 0.2688

The geometry in ORCA input format:
```
! wB97M-V def2-TZVPD RIJCOSX def2/J DEFGRID3
* xyz 1 1
C 4.589 -4.728 4.681
C 4.656 -3.069 4.884
O 5.873 -2.525 4.608
O 3.537 -2.245 5.367
C 2.541 -1.979 4.318
C 1.494 -3.217 4.032
P 0.264 -3.555 5.456
H 4.133 -4.966 3.613
H 3.844 -5.097 5.537
H 5.660 -5.169 4.847
H 1.868 -1.066 4.690
H 3.011 -1.663 3.275
H 2.010 -4.231 3.740
H 0.831 -2.914 3.087
H 0.873 -3.849 6.730
H -0.533 -4.715 5.036
H -0.679 -2.442 5.502
N 3.037 -2.692 0.444
C 2.778 -2.229 -0.799
C 3.760 -1.918 -1.726
C 5.090 -2.088 -1.357
C 5.389 -2.561 -0.084
C 4.338 -2.848 0.772
H 1.725 -2.110 -1.037
H 3.494 -1.553 -2.711
H 5.887 -1.854 -2.057
H 6.416 -2.704 0.234
H 4.520 -3.223 1.776
N 2.396 0.439 -3.283
C 3.161 1.352 -3.921
C 2.712 2.133 -4.974
C 1.399 1.967 -5.403
C 0.587 1.034 -4.767
C 1.126 0.302 -3.721
H 4.178 1.441 -3.552
H 3.370 2.853 -5.447
H 1.012 2.561 -6.226
H -0.440 0.881 -5.078
H 0.531 -0.437 -3.190
N 1.988 -6.547 6.705
C 1.092 -7.444 6.236
C 0.408 -8.342 7.039
C 0.659 -8.324 8.407
C 1.577 -7.413 8.920
C 2.209 -6.552 8.037
H 0.934 -7.421 5.162
H -0.302 -9.039 6.609
H 0.143 -9.014 9.069
H 1.795 -7.375 9.981
H 2.931 -5.821 8.389
N -1.598 3.644 -5.689
C -2.918 3.918 -5.768
C -3.632 4.570 -4.775
C -2.952 4.962 -3.627
C -1.592 4.692 -3.514
C -0.965 4.038 -4.563
H -3.405 3.589 -6.682
H -4.691 4.766 -4.893
H -3.478 5.474 -2.826
H -1.034 4.985 -2.632
H 0.096 3.808 -4.524
N 0.335 4.697 0.049
C 0.556 3.435 0.477
C -0.045 2.886 1.599
C -0.924 3.679 2.329
C -1.170 4.984 1.914
C -0.524 5.442 0.777
H 1.252 2.857 -0.124
H 0.167 1.865 1.896
H -1.413 3.284 3.215
H -1.849 5.628 2.462
H -0.686 6.452 0.410
N -6.910 5.392 -6.360
C -7.732 6.447 -6.170
C -9.095 6.418 -6.419
C -9.651 5.236 -6.896
C -8.830 4.132 -7.105
C -7.480 4.257 -6.823
H -7.250 7.347 -5.799
H -9.707 7.295 -6.245
H -10.715 5.175 -7.104
H -9.233 3.197 -7.476
H -6.798 3.423 -6.966
*
```

---

The following is a quantum chemistry calculation of C34H40N8O2PReS as an isolated structure, from the OMol25 dataset.

Calculated total energy (eV): -74156.483
Strongest force on any atom (eV Å⁻¹): 4.89
Kohn-Sham gap (spin up / spin down) (hartree): 0.1930 / 0.2262
Relative energy (zero: lowest compared OMol25 entry of this formula, charge and spin) (eV): 0.000
<S²>: 0.807

The geometry in ORCA input format:
```
! wB97M-V def2-TZVPD RIJCOSX def2/J DEFGRID3
* xyz 3 2
Re 0.051 0.552 -0.107
O -1.528 1.801 -0.107
C -1.765 2.977 0.340
C -3.066 3.526 0.177
C -3.408 4.736 0.724
C -2.465 5.469 1.451
C -1.170 5.007 1.563
C -0.773 3.784 1.009
C 0.602 3.362 1.075
N 1.131 2.204 0.635
C 2.460 2.234 0.941
C 2.756 3.419 1.544
N 1.591 4.112 1.611
H -3.780 2.946 -0.387
H -4.402 5.134 0.594
H -2.741 6.406 1.908
H -0.459 5.620 2.094
H 3.109 1.405 0.740
H 3.683 3.796 1.924
H 1.494 5.036 2.005
N -1.664 -0.207 -2.835
C -1.734 -1.217 -1.905
C -2.563 -2.307 -2.223
C -2.633 -3.384 -1.371
C -1.862 -3.360 -0.209
C -1.100 -2.246 0.045
N -1.029 -1.176 -0.767
C -0.721 0.759 -3.089
C -0.766 1.365 -4.357
C 0.190 2.287 -4.712
C 1.192 2.599 -3.793
C 1.164 1.987 -2.564
N 0.227 1.091 -2.197
H -2.325 -0.324 -3.595
H -3.115 -2.299 -3.150
H -3.248 -4.237 -1.611
H -1.861 -4.194 0.473
H -0.487 -2.201 0.931
H -1.546 1.096 -5.052
H 0.175 2.751 -5.685
H 1.970 3.304 -4.028
H 1.923 2.212 -1.828
N -0.363 1.342 2.910
N -0.207 0.178 2.087
H -0.268 1.119 3.899
H -1.296 1.717 2.756
H -1.124 -0.334 2.083
H 0.514 -0.412 2.506
N 1.789 -0.594 -0.274
S 2.123 -2.190 -0.036
C 2.709 -2.702 -1.667
C 2.242 -2.018 -2.777
C 2.682 -2.395 -4.035
C 3.557 -3.463 -4.171
C 3.990 -4.155 -3.050
C 3.565 -3.782 -1.785
C 3.684 -2.177 0.876
C 3.689 -2.849 2.088
C 4.842 -2.851 2.853
C 5.969 -2.181 2.402
C 5.952 -1.514 1.184
C 4.806 -1.514 0.405
H 2.545 -0.173 -0.811
H 1.548 -1.197 -2.653
H 2.340 -1.854 -4.904
H 3.897 -3.756 -5.151
H 4.664 -4.987 -3.156
H 3.902 -4.317 -0.910
H 2.806 -3.379 2.410
H 4.854 -3.373 3.796
H 6.868 -2.181 3.000
H 6.834 -0.996 0.837
H 4.804 -1.028 -0.559
C -4.311 -0.032 3.969
P -4.147 -0.527 2.223
C -5.279 0.563 1.301
C -4.767 -2.234 2.057
O -2.736 -0.402 1.719
H -5.338 -0.148 4.301
H -4.025 1.013 4.075
H -3.668 -0.644 4.596
H -6.304 0.369 1.600
H -5.168 0.373 0.236
H -5.033 1.603 1.509
H -5.767 -2.326 2.468
H -4.096 -2.912 2.582
H -4.785 -2.506 1.004
*
```

---

Please write out number 1 again, unchanged.
The following is a quantum chemistry calculation of a 7-piece molecular cluster, C34H40N6O2P overall, from the OMol25 dataset.

Calculated total energy (eV): -58219.390
Strongest force on any atom (eV Å⁻¹): 9.37
Kohn-Sham gap (hartree): 0.2688

The geometry in ORCA input format:
```
! wB97M-V def2-TZVPD RIJCOSX def2/J DEFGRID3
* xyz 1 1
C 4.589 -4.728 4.681
C 4.656 -3.069 4.884
O 5.873 -2.525 4.608
O 3.537 -2.245 5.367
C 2.541 -1.979 4.318
C 1.494 -3.217 4.032
P 0.264 -3.555 5.456
H 4.133 -4.966 3.613
H 3.844 -5.097 5.537
H 5.660 -5.169 4.847
H 1.868 -1.066 4.690
H 3.011 -1.663 3.275
H 2.010 -4.231 3.740
H 0.831 -2.914 3.087
H 0.873 -3.849 6.730
H -0.533 -4.715 5.036
H -0.679 -2.442 5.502
N 3.037 -2.692 0.444
C 2.778 -2.229 -0.799
C 3.760 -1.918 -1.726
C 5.090 -2.088 -1.357
C 5.389 -2.561 -0.084
C 4.338 -2.848 0.772
H 1.725 -2.110 -1.037
H 3.494 -1.553 -2.711
H 5.887 -1.854 -2.057
H 6.416 -2.704 0.234
H 4.520 -3.223 1.776
N 2.396 0.439 -3.283
C 3.161 1.352 -3.921
C 2.712 2.133 -4.974
C 1.399 1.967 -5.403
C 0.587 1.034 -4.767
C 1.126 0.302 -3.721
H 4.178 1.441 -3.552
H 3.370 2.853 -5.447
H 1.012 2.561 -6.226
H -0.440 0.881 -5.078
H 0.531 -0.437 -3.190
N 1.988 -6.547 6.705
C 1.092 -7.444 6.236
C 0.408 -8.342 7.039
C 0.659 -8.324 8.407
C 1.577 -7.413 8.920
C 2.209 -6.552 8.037
H 0.934 -7.421 5.162
H -0.302 -9.039 6.609
H 0.143 -9.014 9.069
H 1.795 -7.375 9.981
H 2.931 -5.821 8.389
N -1.598 3.644 -5.689
C -2.918 3.918 -5.768
C -3.632 4.570 -4.775
C -2.952 4.962 -3.627
C -1.592 4.692 -3.514
C -0.965 4.038 -4.563
H -3.405 3.589 -6.682
H -4.691 4.766 -4.893
H -3.478 5.474 -2.826
H -1.034 4.985 -2.632
H 0.096 3.808 -4.524
N 0.335 4.697 0.049
C 0.556 3.435 0.477
C -0.045 2.886 1.599
C -0.924 3.679 2.329
C -1.170 4.984 1.914
C -0.524 5.442 0.777
H 1.252 2.857 -0.124
H 0.167 1.865 1.896
H -1.413 3.284 3.215
H -1.849 5.628 2.462
H -0.686 6.452 0.410
N -6.910 5.392 -6.360
C -7.732 6.447 -6.170
C -9.095 6.418 -6.419
C -9.651 5.236 -6.896
C -8.830 4.132 -7.105
C -7.480 4.257 -6.823
H -7.250 7.347 -5.799
H -9.707 7.295 -6.245
H -10.715 5.175 -7.104
H -9.233 3.197 -7.476
H -6.798 3.423 -6.966
*
```

---

Question: Look up the strongest force on any atom of the first one.
Answer: 9.37 eV Å⁻¹